No. 1
The following is a DFT calculation (wB97M-V/def2-TZVPD) of a structure of composition C12H14N2 in a non-equilibrium geometry.

XYZ file:
```
28
Properties=species:S:1:pos:R:3:lowdin_charge:R:1
C 1.363 -1.041 0.637 0.02
C 0.213 -0.999 -0.070 -0.22
C -0.648 0.067 0.081 0.05
C -0.459 1.174 0.839 -0.21
C 1.594 0.047 1.482 -0.21
C 0.700 1.130 1.594 -0.24
C -0.081 -1.705 -2.513 -0.15
C -0.894 -0.388 -2.739 -0.11
C -1.879 -2.180 -1.032 -0.09
C -0.413 -1.874 -1.056 -0.24
C -1.647 -0.792 -1.428 -0.05
C -1.420 2.295 0.746 -0.01
N 2.764 0.045 2.378 0.09
N 1.211 2.212 2.322 0.09
H 2.085 -1.928 0.748 0.15
H -0.315 -2.628 -3.105 0.12
H 0.894 -1.496 -2.920 0.10
H -0.447 0.559 -2.385 0.11
H -1.385 -0.102 -3.667 0.09
H -2.151 -2.827 -1.894 0.12
H -2.540 -2.408 -0.128 0.14
H -1.074 3.220 1.124 0.06
H -1.640 2.364 -0.343 0.11
H -2.305 2.068 1.165 0.05
H 3.283 -0.758 2.234 0.03
H 3.275 0.883 2.374 0.05
H 0.759 3.070 2.233 0.05
H 1.160 1.993 3.323 0.11
```

Computed properties:
- Kohn-Sham gap (eV) = 8.289

---

No. 2
The following is a DFT calculation (wB97M-V/def2-TZVPD) of a cluster of 2 separate species, C6H16FN2 in total in a non-equilibrium geometry.

XYZ file:
```
25
Properties=species:S:1:pos:R:3:lowdin_charge:R:1
C -1.424 -2.362 2.400 -0.05
C 2.782 2.576 -0.615 -0.09
C -0.961 -1.772 1.157 -0.21
C 1.966 1.622 -1.458 -0.17
C -0.010 0.056 -1.506 -0.10
C -1.751 -0.780 0.443 -0.29
N -2.870 -0.938 -0.235 0.24
N 0.837 0.938 -0.661 -0.10
F -1.612 0.448 1.030 0.07
H -2.420 -2.437 2.392 0.05
H -1.144 -1.666 3.158 0.09
H -0.944 -3.305 2.697 0.12
H 2.297 3.470 -0.379 0.05
H 3.273 2.319 0.320 0.08
H 3.642 2.940 -1.184 0.09
H -0.098 -1.254 1.422 0.10
H -0.713 -2.507 0.459 0.12
H 2.649 0.822 -1.868 0.15
H 1.406 2.197 -2.149 0.11
H 0.640 -0.672 -2.021 0.05
H -0.615 0.654 -2.151 0.03
H -2.903 -1.785 -0.759 0.14
H -3.614 -0.275 -0.417 0.15
H 1.367 0.203 -0.118 0.16
H 0.218 1.509 0.042 0.20
```

Computed properties:
- net charge = +1
- Kohn-Sham gap (spin up / spin down) (eV) = 7.594 / 7.597

---

No. 3
The following is a DFT calculation (wB97M-V/def2-TZVPD) of a structure of composition C22H28O10SSeSiTi in a non-equilibrium geometry.

XYZ file:
```
64
Properties=species:S:1:pos:R:3:lowdin_charge:R:1
Ti 0.841 0.167 0.125 0.88
O -0.333 -0.368 -4.874 0.09
C 0.183 -1.094 -3.871 -0.49
O 1.230 -1.701 -4.037 0.11
C -0.571 -0.924 -2.602 -0.13
O 0.226 -1.191 -1.455 -0.25
C 0.269 -2.634 -1.114 0.00
C 0.841 -2.696 0.257 -0.56
O 1.288 -3.712 0.703 0.14
O 0.726 -1.538 0.908 -0.13
H 0.185 -0.414 -5.760 0.19
H -0.865 0.120 -2.493 0.05
H -1.428 -1.610 -2.583 0.15
H -0.771 -3.040 -1.171 0.16
H 0.964 -3.117 -1.810 0.15
C 2.773 2.274 3.379 0.04
C 2.742 1.558 2.078 -0.30
O 1.634 1.222 1.656 -0.05
C 3.943 1.382 1.259 -0.06
C 5.185 1.989 1.605 -0.03
C 6.183 2.060 0.715 -0.09
C 5.997 1.513 -0.564 -0.04
C 4.810 0.850 -0.934 0.04
C 3.719 0.748 0.012 -0.26
O 2.625 0.085 -0.328 -0.20
H 3.724 2.233 3.842 0.07
H 2.001 1.919 4.023 0.09
H 2.548 3.320 3.082 0.13
H 5.306 2.415 2.591 0.11
H 7.072 2.593 0.992 0.11
H 6.787 1.508 -1.301 0.11
H 4.687 0.437 -1.910 0.11
C -3.693 -5.511 0.634 -0.05
C -3.230 -4.058 0.911 -0.27
C -2.219 -3.908 1.844 -0.03
C -1.678 -2.642 2.210 -0.04
C -2.323 -1.531 1.710 -0.25
C -3.315 -1.668 0.717 -0.04
C -3.779 -2.915 0.330 -0.04
S -1.615 0.046 2.104 0.56
O -0.841 0.475 0.850 -0.47
O -2.719 0.947 2.159 -0.28
O -0.776 -0.188 3.257 -0.27
H -4.441 -5.919 1.399 0.10
H -2.859 -6.251 0.706 0.08
H -4.207 -5.630 -0.310 0.06
H -1.728 -4.849 2.202 0.13
H -0.917 -2.490 2.908 0.10
H -3.759 -0.817 0.212 0.11
H -4.430 -3.044 -0.505 0.10
C -1.744 4.247 -2.419 -0.23
Si -1.474 2.975 -1.101 0.16
C -2.991 1.937 -1.082 -0.19
C -1.292 3.817 0.542 -0.21
Se 0.556 1.988 -1.496 0.57
H -2.341 5.028 -1.942 0.04
H -2.194 3.835 -3.324 0.03
H -0.754 4.650 -2.670 0.02
H -3.205 1.859 0.010 0.03
H -2.926 1.051 -1.549 -0.03
H -3.845 2.525 -1.510 0.06
H -0.630 3.122 1.219 0.06
H -2.239 3.768 1.107 0.04
H -0.916 4.799 0.458 0.01
```

Computed properties:
- Kohn-Sham gap (eV) = 7.453

---

No. 4
The following is a DFT calculation (wB97M-V/def2-TZVPD) of a cluster of 2 separate species, C5H14N2O in total in a non-equilibrium geometry.

XYZ file:
```
22
Properties=species:S:1:pos:R:3:lowdin_charge:R:1
C 0.554 -2.050 -0.684 -0.44
O 0.928 -0.712 -0.612 -0.37
C -0.432 -2.458 0.396 -0.29
N -1.725 -1.642 0.294 -0.03
H 0.058 -2.302 -1.652 0.09
H 1.399 -2.783 -0.561 0.09
H -0.578 -3.567 0.441 0.10
H -0.049 -2.145 1.375 0.09
H -2.255 -2.043 -0.522 0.07
H -2.279 -2.005 1.092 0.05
C -1.034 2.703 -0.538 -0.08
C -0.527 1.383 0.109 -0.22
C 1.886 1.422 0.229 0.12
N 0.758 1.638 0.815 0.01
H -1.327 3.435 0.217 0.06
H -0.299 3.123 -1.227 0.07
H -1.909 2.412 -1.123 0.07
H -1.153 0.973 0.903 0.11
H -0.357 0.641 -0.697 0.09
H 2.782 1.184 0.802 0.11
H 1.868 1.233 -0.853 0.11
H 0.762 1.563 1.860 0.18
```

Computed properties:
- Kohn-Sham gap (eV) = 6.607

---

No. 5
The following is a DFT calculation (wB97M-V/def2-TZVPD) of the ion C7H9N4S with charge +1 in a non-equilibrium geometry.

XYZ file:
```
21
Properties=species:S:1:pos:R:3:lowdin_charge:R:1
C -0.346 -0.149 -2.656 -0.03
C -1.700 -0.770 -2.564 -0.02
C 0.419 0.359 -1.678 -0.06
C -2.443 -0.832 -1.465 -0.08
C -1.245 0.145 0.106 -0.11
C 0.820 0.271 0.724 -0.53
C 3.101 -0.372 2.121 -0.36
N -1.262 -0.108 1.332 0.06
N -0.015 0.058 1.800 0.06
N 0.024 0.393 -0.331 -0.03
N -3.624 -1.223 -0.997 0.13
S 2.519 0.591 0.745 1.00
H 0.247 -0.232 -3.660 0.16
H -1.867 -1.451 -3.286 0.08
H 1.455 0.664 -1.863 0.12
H 2.743 -1.408 2.042 0.07
H 2.727 0.040 3.107 0.07
H 4.075 -0.148 2.163 -0.01
H 0.057 0.087 2.897 0.24
H -4.469 -0.691 -1.159 0.13
H -3.684 -2.182 -0.678 0.13
```

Computed properties:
- net charge = +1
- Kohn-Sham gap (eV) = 9.007

---

No. 6
The following is a DFT calculation (wB97M-V/def2-TZVPD) of an isolated molecule of CH3BrO3S in a non-equilibrium geometry.

XYZ file:
```
9
Properties=species:S:1:pos:R:3:lowdin_charge:R:1
C 0.778 -0.013 -0.514 -0.40
O -1.430 -0.484 2.474 -0.47
O 0.288 1.274 -0.722 -0.08
O 0.366 -0.358 0.783 -0.37
S -1.219 -0.015 1.142 0.58
Br -2.194 -1.482 -0.174 0.37
H 1.109 1.801 -0.888 0.12
H 0.453 -0.757 -1.351 0.13
H 1.848 0.035 -0.749 0.13
```

Computed properties:
- Kohn-Sham gap (eV) = 10.307

---

No. 7
The following is a DFT calculation (wB97M-V/def2-TZVPD) of a structure of composition C4H4IN in a non-equilibrium geometry.

XYZ file:
```
10
Properties=species:S:1:pos:R:3:lowdin_charge:R:1
C 0.783 -0.723 1.216 -0.25
C -0.080 -0.255 0.271 -0.12
C 1.958 -0.002 1.308 -0.70
C 0.395 0.881 -0.543 -0.39
N 1.641 1.295 -0.159 0.09
I 3.691 -0.142 2.342 0.86
H 0.561 -1.747 1.603 0.12
H -0.836 -0.965 0.027 0.09
H 0.659 0.668 -1.543 0.11
H -0.463 1.738 -0.464 0.18
```

Computed properties:
- Kohn-Sham gap (spin up / spin down) (eV) = 8.935 / 7.779

---

No. 8
The following is a DFT calculation (wB97M-V/def2-TZVPD) of a cluster of 12 separate species, C24H69N3O27S6 in total in a non-equilibrium geometry.

XYZ file:
```
129
Properties=species:S:1:pos:R:3:lowdin_charge:R:1
C 0.370 2.028 -5.572 -0.14
O 0.747 1.097 -4.577 -0.13
H 1.242 2.631 -5.827 0.09
H 0.036 1.593 -6.526 0.08
H -0.457 2.694 -5.294 0.07
H 0.044 0.461 -4.411 0.08
C -0.195 5.403 -1.438 -0.15
O 1.188 5.576 -1.738 -0.13
H -0.835 5.948 -2.131 0.08
H -0.410 4.334 -1.323 0.06
H -0.332 5.775 -0.421 0.07
H 1.379 4.964 -2.462 0.05
C 3.131 2.461 -2.559 -0.11
O 1.740 2.810 -2.510 -0.15
H 3.626 2.962 -3.399 0.09
H 3.600 2.917 -1.683 0.08
H 3.234 1.377 -2.526 0.06
H 1.311 2.430 -3.299 0.04
O -4.021 2.211 4.778 -0.26
S -3.556 1.197 3.887 0.61
O -2.456 0.367 4.296 -0.29
O -4.798 0.245 3.500 -0.25
C -4.494 -1.074 3.021 -0.27
C -5.779 -1.631 2.463 -0.07
C -3.105 1.938 2.309 -0.09
H -4.132 -1.668 3.864 0.12
H -3.732 -1.059 2.241 0.10
H -5.582 -2.584 1.965 0.08
H -6.073 -0.936 1.670 0.08
H -6.645 -1.764 3.105 0.08
H -2.357 1.279 1.883 0.03
H -2.880 2.969 2.534 0.06
H -4.002 1.801 1.703 0.07
O -3.379 0.447 -0.838 -0.31
S -3.848 -0.543 -1.763 0.60
O -2.921 -1.270 -2.569 -0.25
O -4.812 -1.543 -0.971 -0.25
C -5.353 -2.647 -1.720 -0.26
C -6.868 -2.559 -1.699 -0.07
C -5.058 0.304 -2.816 -0.08
H -5.101 -3.587 -1.239 0.12
H -4.998 -2.623 -2.748 0.11
H -7.308 -3.218 -2.453 0.09
H -7.305 -1.580 -1.926 0.08
H -7.313 -2.815 -0.736 0.08
H -5.852 0.678 -2.179 0.07
H -5.468 -0.462 -3.472 0.07
H -4.524 1.075 -3.360 0.07
O -0.752 4.053 1.821 -0.31
S -0.061 4.557 2.977 0.59
O -0.692 5.417 3.927 -0.27
O 0.585 3.338 3.832 -0.24
C 0.955 2.169 3.065 -0.26
C 1.314 1.051 4.031 -0.05
C 1.465 5.365 2.505 -0.10
H 1.903 2.418 2.571 0.09
H 0.203 1.832 2.358 0.09
H 0.444 0.499 4.383 0.06
H 1.955 1.434 4.818 0.09
H 1.873 0.306 3.454 0.05
H 1.988 4.739 1.785 0.07
H 2.024 5.456 3.426 0.08
H 1.133 6.293 2.048 0.07
O 2.268 -4.510 2.207 -0.26
S 2.812 -3.251 1.796 0.59
O 2.505 -2.076 2.555 -0.29
O 4.406 -3.384 1.740 -0.25
C 4.939 -4.580 1.195 -0.29
C 6.323 -4.272 0.673 -0.07
C 2.472 -2.918 0.078 -0.10
H 4.341 -4.974 0.373 0.11
H 5.026 -5.386 1.923 0.13
H 6.831 -5.182 0.350 0.08
H 6.975 -3.774 1.392 0.08
H 6.304 -3.611 -0.199 0.08
H 1.396 -2.762 0.012 0.04
H 2.696 -3.801 -0.520 0.07
H 2.998 -2.069 -0.341 0.06
O 6.526 1.815 3.882 -0.27
S 5.313 1.375 3.270 0.61
O 4.139 2.203 3.299 -0.29
O 5.610 1.058 1.707 -0.24
C 4.428 0.736 0.947 -0.28
C 4.908 0.259 -0.405 -0.06
C 4.962 -0.268 3.906 -0.10
H 3.758 1.594 0.873 0.11
H 3.845 -0.060 1.423 0.09
H 5.344 1.044 -1.020 0.08
H 4.021 -0.031 -0.986 0.05
H 5.521 -0.633 -0.302 0.08
H 5.122 -0.234 4.979 0.08
H 5.723 -0.910 3.470 0.08
H 3.948 -0.547 3.642 0.02
O 2.336 -4.752 -3.990 -0.28
S 1.152 -3.952 -3.925 0.60
O 0.021 -4.234 -4.760 -0.28
O 0.650 -3.960 -2.383 -0.28
C -0.704 -3.474 -2.168 -0.27
C -1.719 -4.575 -2.237 -0.06
C 1.621 -2.208 -4.010 -0.10
H -0.894 -2.629 -2.831 0.08
H -0.639 -3.015 -1.179 0.09
H -1.977 -4.908 -3.238 0.08
H -2.610 -4.297 -1.669 0.07
H -1.338 -5.464 -1.725 0.09
H 2.334 -2.136 -3.196 0.06
H 0.679 -1.705 -3.832 0.04
H 2.077 -1.981 -4.965 0.08
C -3.452 3.285 -1.234 0.04
N -2.831 3.576 -2.549 -0.43
O -1.985 2.826 -2.991 0.05
O -3.246 4.567 -3.101 0.08
H -3.373 4.183 -0.629 0.11
H -2.966 2.453 -0.740 0.05
H -4.499 3.053 -1.406 0.10
C -0.617 -2.156 3.451 0.07
N -1.009 -1.912 2.032 -0.39
O -0.882 -2.816 1.229 0.07
O -1.328 -0.773 1.754 0.04
H 0.080 -2.985 3.392 0.08
H -1.473 -2.418 4.064 0.10
H -0.171 -1.239 3.800 0.07
C -0.348 1.126 -0.816 0.04
N 0.847 0.280 -0.584 -0.39
O 1.174 -0.518 -1.415 0.06
O 1.423 0.470 0.464 0.07
H -0.427 1.417 -1.858 0.07
H -0.148 2.033 -0.254 0.09
H -1.258 0.653 -0.458 0.06
```

Computed properties:
- structure (SMILES) = CCOS(C)(=O)=O.CCOS(C)(=O)=O.CCOS(C)(=O)=O.CCOS(C)(=O)=O.CCOS(C)(=O)=O.CCOS(C)(=O)=O.C[N+](=O)[O-].C[N+](=O)[O-].C[N+](=O)[O-].CO.CO.CO
- Kohn-Sham gap (eV) = 9.644

---

No. 9
The following is a DFT calculation (wB97M-V/def2-TZVPD) of a cluster of 7 separate species, C29H37F5N6O3S in total.

XYZ file:
```
81
Properties=species:S:1:pos:R:3:lowdin_charge:R:1
O 0.129 2.232 2.282 -0.39
S 0.551 2.615 0.961 0.90
O -0.277 3.969 0.605 -0.25
O -0.256 1.707 -0.119 -0.35
C -0.733 0.408 0.302 -0.20
C -2.065 0.405 1.021 -0.15
C -3.103 1.288 0.344 -0.07
C -4.281 1.518 1.249 -0.41
F -4.822 0.332 1.646 0.12
F -3.888 2.177 2.383 0.10
C -5.425 2.366 0.598 -0.52
F -5.932 3.239 1.476 0.17
F -4.958 3.066 -0.454 0.15
F -6.406 1.571 0.161 0.17
H -0.928 3.779 -0.089 0.07
H 0.030 -0.103 0.879 0.11
H -0.832 -0.142 -0.628 0.11
H -2.400 -0.629 1.051 0.13
H -1.931 0.718 2.053 0.11
H -2.680 2.260 0.121 0.12
H -3.447 0.829 -0.581 0.14
N 2.489 4.491 -1.575 0.01
C 3.608 3.879 -1.078 -0.15
C 4.644 4.151 -1.930 -0.11
C 4.130 4.960 -2.980 -0.11
C 2.798 5.153 -2.731 -0.14
H 1.579 4.461 -1.153 0.11
H 3.572 3.307 -0.167 0.10
H 5.659 3.808 -1.814 0.09
H 4.677 5.356 -3.819 0.09
H 2.049 5.702 -3.276 0.10
N 2.285 -2.336 -1.932 0.01
C 2.230 -1.114 -2.550 -0.15
C 2.619 -0.168 -1.642 -0.10
C 2.914 -0.845 -0.427 -0.11
C 2.712 -2.182 -0.641 -0.13
H 2.048 -3.210 -2.363 0.12
H 1.914 -1.021 -3.575 0.11
H 2.676 0.893 -1.822 0.09
H 3.233 -0.393 0.498 0.08
H 2.822 -3.028 0.014 0.11
N -2.419 -2.953 -4.386 0.01
C -3.284 -2.615 -3.384 -0.13
C -2.542 -2.161 -2.326 -0.11
C -1.173 -2.229 -2.707 -0.11
C -1.132 -2.719 -3.985 -0.14
H -2.688 -3.316 -5.282 0.15
H -4.347 -2.724 -3.507 0.11
H -2.938 -1.821 -1.383 0.08
H -0.320 -1.944 -2.114 0.06
H -0.303 -2.915 -4.645 0.10
N 1.899 0.220 3.691 0.01
C 2.783 0.518 4.687 -0.14
C 3.710 -0.493 4.741 -0.11
C 3.373 -1.436 3.732 -0.11
C 2.251 -0.961 3.105 -0.16
H 1.100 0.769 3.401 0.10
H 2.681 1.416 5.270 0.11
H 4.541 -0.547 5.425 0.09
H 3.897 -2.346 3.492 0.09
H 1.671 -1.353 2.286 0.09
N -4.914 1.373 5.130 0.01
C -4.524 0.481 6.090 -0.14
C -5.385 0.597 7.148 -0.12
C -6.334 1.601 6.811 -0.11
C -6.015 2.059 5.560 -0.14
H -4.463 1.508 4.243 0.11
H -3.671 -0.159 5.940 0.10
H -5.341 0.028 8.061 0.09
H -7.154 1.946 7.417 0.09
H -6.476 2.810 4.943 0.10
N 2.953 -4.707 -4.571 -0.01
C 3.811 -5.568 -3.938 -0.14
C 5.058 -5.369 -4.462 -0.11
C 4.950 -4.349 -5.447 -0.11
C 3.640 -3.960 -5.491 -0.14
H 1.967 -4.642 -4.395 0.13
H 3.462 -6.242 -3.175 0.10
H 5.952 -5.895 -4.171 0.09
H 5.745 -3.948 -6.052 0.09
H 3.141 -3.219 -6.092 0.10
```

Computed properties:
- Kohn-Sham gap (eV) = 8.221

---

No. 10
The following is a DFT calculation (wB97M-V/def2-TZVPD) of an isolated molecule of C17H17NO2 in a non-equilibrium geometry.

XYZ file:
```
37
Properties=species:S:1:pos:R:3:lowdin_charge:R:1
C -5.032 -2.278 0.888 -0.04
C -4.206 -1.154 0.137 -0.28
C -2.912 -0.713 0.489 -0.04
C -2.340 0.210 -0.134 -0.31
C -2.994 0.784 -1.272 -0.02
C -4.362 0.533 -1.444 -0.07
C -5.064 -0.547 -0.709 -0.09
H -6.001 -0.655 -1.301 0.12
H -4.846 1.202 -2.378 0.15
H -2.460 1.722 -1.615 0.12
N -1.162 0.730 0.364 0.13
C -0.295 1.467 -0.286 -0.55
O -0.304 1.878 -1.282 0.22
C 1.140 1.516 0.674 -0.12
C 1.640 0.009 0.699 -0.12
O 0.944 -0.829 1.590 -0.08
C 2.958 -0.499 0.219 -0.26
C 3.057 -1.720 -0.141 0.02
C 4.361 -1.962 -0.912 -0.09
C 5.243 -1.107 -0.957 -0.26
C 5.076 0.157 -0.758 -0.05
C 3.836 0.670 0.101 0.10
H 3.858 1.712 0.333 0.09
H 5.857 0.921 -0.656 0.10
H 6.182 -1.297 -1.804 0.19
H 4.457 -3.075 -1.167 0.14
H 2.305 -2.551 -0.034 0.15
H 1.844 2.206 0.026 0.15
C 0.749 2.053 2.101 0.01
H 0.348 2.997 1.911 0.08
H 0.219 1.555 2.558 -0.06
H 1.729 2.253 2.392 0.08
H -0.735 -0.035 1.112 0.19
H -2.599 -1.485 1.280 0.16
H -6.095 -2.020 1.155 0.08
H -4.477 -2.458 1.687 -0.01
H -5.209 -3.085 -0.078 0.15
```

Computed properties:
- structure (SMILES) = Cc1cccc(NC(=O)[C@@H](C)C(=O)c2ccccc2)c1
- Kohn-Sham gap (eV) = 8.148

---

No. 11
The following is a DFT calculation (wB97M-V/def2-TZVPD) of a structure of composition C5H7BBrCl2HgNOP in a non-equilibrium geometry.

XYZ file:
```
20
Properties=species:S:1:pos:R:3:lowdin_charge:R:1
C 0.984 -2.522 -0.568 0.17
C 0.155 -1.486 -0.036 0.03
B -0.314 -0.135 0.769 -1.10
N 0.273 0.019 2.167 0.07
C -0.157 1.287 -0.004 -0.48
Cl -1.593 2.505 0.188 0.45
C 0.981 1.790 -0.811 -0.54
C 2.316 0.868 -1.011 -0.12
Cl 0.984 3.481 -1.634 0.54
P -2.231 -0.377 1.070 0.92
O -2.426 -1.984 1.742 -0.31
Br -3.336 -0.422 -0.959 0.19
H 1.785 -3.357 -0.865 0.11
H 1.285 0.265 2.146 0.10
H 0.090 -0.836 2.759 0.09
H 2.562 0.146 -0.108 0.09
H 2.121 0.142 -1.938 0.10
H 3.262 1.515 -1.351 0.11
H -3.050 -2.483 1.107 0.09
Hg -3.689 1.585 -2.663 0.49
```

Computed properties:
- net charge = +1
- Kohn-Sham gap (eV) = 3.549

---

The evaluated total energy for the records listed, in turn: -574.9476, -447.2056, -5546.3108, -383.5150, -888.9536, -3237.7761, -507.0540, -5540.3175, -2578.9783, -862.8034, -4338.1997 Eh.